A cluster of 5 separate species, CH13NO4 in total at a distorted geometry. Source: OMol25; level of theory: wB97M-V/def2-TZVPD.

frontier orbital gap (spin up / spin down)	2.397 / 10.291	eV
charge	-1
DFT total energy	-401.5647	Eh
HOMO level (spin up / spin down)	0.0369 / -0.2577	hartree
LUMO (spin up / spin down)	3.4 / 3.3	eV
spin multiplicity	2
energy relative to the best compared isomer or geometry (same formula, charge and spin)	7.22	kJ/mol
<S²>	0.75

Each line ends with the Mulliken spin population.
Element x y z (Å)
1 C 2.5589 -1.5231 -1.3078  0.26
2 N 1.9107 -0.7918 -0.1834  0.21
3 H 2.4312 -0.9324 -2.2133  -0.08
4 H 2.2012 -2.5459 -1.3676  -0.03
5 H 3.6371 -1.5295 -1.1560  -0.04
6 H 0.9224 -0.8971 -0.3322  -0.04
7 H 2.1931 -1.2989 0.6509  -0.09
8 H 1.6009 1.1535 0.0295  -0.03
9 H 1.4459 2.4126 -0.8798  -0.19
10 O 1.1769 2.0317 -0.0347  0.38
11 H -2.5922 3.2815 1.4842  -0.56
12 H -1.6922 2.5708 0.4814  -0.09
13 O -2.4067 2.3926 1.1257  1.11
14 H -1.6766 -1.2944 0.2623  -0.05
15 H -0.5571 -1.1366 1.2991  -0.07
16 O -1.0160 -1.8039 0.7744  0.19
17 H -3.8821 -0.4834 0.9063  -0.05
18 H -2.9750 0.6559 0.2698  -0.16
19 O -3.2804 -0.2614 0.1911  0.33

---

A cluster of 5 separate species, C20H50BBr2N5O6 in total at a distorted geometry. Source: OMol25; level of theory: wB97M-V/def2-TZVPD.

frontier orbital gap	8.352	eV
DFT total energy	-6689.8459	Eh
HOMO level	-0.3331	hartree
structure (SMILES)	C/C(Br)=C(\Br)BCON=O.COC[C@@H](C)N.COC[C@@H](C)N.COC[C@@H](C)N.COC[C@@H](C)N
LUMO	-0.7	eV
spin multiplicity	1

Each line ends with the Löwdin charge.
Element x y z (Å)
1 C 0.0706 4.8797 1.6762  -0.15
2 C -1.1670 5.9108 1.7338  -0.66
3 Br -1.4543 7.1523 3.2678  0.68
4 C -2.1000 5.9195 0.6686  -0.61
5 Br -1.8529 4.7009 -0.8841  0.70
6 B -3.4058 6.9122 0.7154  -0.13
7 C -4.6749 6.3077 1.5833  -0.16
8 O -5.1793 5.1822 0.7793  -0.16
9 N -5.6159 4.2617 1.6993  -0.03
10 O -4.9254 3.2883 1.5898  0.06
11 H 0.7903 5.0386 2.5392  0.08
12 H -0.4142 3.8444 1.7981  0.09
13 H 0.5610 4.8865 0.6543  0.06
14 H -3.4677 7.9468 0.1545  0.07
15 H -5.4617 7.0999 1.8012  0.12
16 H -4.2048 5.8750 2.5367  0.10
17 C 1.3302 1.9192 0.0228  -0.11
18 O 2.3148 2.8118 0.5176  -0.21
19 C 2.9836 2.3629 1.6920  -0.20
20 C 4.1123 1.3452 1.4333  -0.43
21 C 3.6094 -0.0590 1.1122  -0.07
22 N 5.0042 1.7905 0.3539  0.04
23 H 0.8095 1.3914 0.8269  0.09
24 H 1.7823 1.2086 -0.6717  0.07
25 H 0.5976 2.5033 -0.5387  0.06
26 H 3.4324 3.2587 2.1331  0.12
27 H 2.2612 1.9833 2.4253  0.12
28 H 4.7023 1.2735 2.3536  0.13
29 H 3.2437 -0.1519 0.0880  0.06
30 H 4.4185 -0.7847 1.2234  0.08
31 H 2.8043 -0.3530 1.7909  0.08
32 H 5.4187 2.6818 0.6195  0.07
33 H 4.4179 2.0258 -0.4470  0.07
34 C 0.6359 -2.1316 -0.9435  -0.10
35 O 1.3949 -2.6685 0.1272  -0.20
36 C 1.2742 -4.0775 0.2886  -0.20
37 C 2.1464 -4.9054 -0.6757  -0.42
38 C 1.6029 -4.9629 -2.0993  -0.07
39 N 3.5290 -4.4089 -0.7152  0.04
40 H -0.3130 -2.6572 -1.0808  0.09
41 H 1.2197 -2.1489 -1.8660  0.08
42 H 0.4219 -1.0858 -0.7128  0.08
43 H 1.6109 -4.2847 1.3092  0.12
44 H 0.2216 -4.3822 0.2406  0.12
45 H 2.1645 -5.9327 -0.2961  0.14
46 H 1.7935 -4.0455 -2.6588  0.04
47 H 2.0812 -5.7744 -2.6535  0.08
48 H 0.5253 -5.1487 -2.1027  0.08
49 H 3.9249 -4.4693 0.2208  0.07
50 H 3.4864 -3.4054 -0.8952  0.07
51 C 4.1036 -1.3024 -6.3932  -0.11
52 O 3.6025 -1.9753 -5.2505  -0.19
53 C 3.1632 -3.3077 -5.4936  -0.20
54 C 4.2958 -4.3530 -5.5452  -0.43
55 C 5.1016 -4.3207 -6.8408  -0.08
56 N 5.2159 -4.2098 -4.4085  0.05
57 H 3.5709 -1.5857 -7.3051  0.09
58 H 5.1735 -1.4892 -6.5021  0.07
59 H 3.9738 -0.2299 -6.2359  0.09
60 H 2.5126 -3.5593 -4.6511  0.10
61 H 2.5367 -3.3488 -6.3933  0.12
62 H 3.8282 -5.3417 -5.4813  0.13
63 H 5.8149 -3.4953 -6.8722  0.06
64 H 5.6807 -5.2408 -6.9479  0.08
65 H 4.4440 -4.2388 -7.7110  0.08
66 H 4.6911 -4.3360 -3.5436  0.05
67 H 5.5067 -3.2327 -4.3743  0.07
68 C -4.8416 1.4982 4.2571  -0.12
69 O -5.2387 0.7362 5.3857  -0.19
70 C -6.6261 0.8147 5.6918  -0.20
71 C -7.5221 -0.0952 4.8279  -0.43
72 C -7.7454 0.4290 3.4122  -0.07
73 N -6.9890 -1.4621 4.7510  0.03
74 H -5.4095 2.4274 4.1655  0.08
75 H -4.9363 0.9013 3.3486  0.07
76 H -3.7851 1.7486 4.3742  0.09
77 H -6.7150 0.4853 6.7319  0.12
78 H -6.9681 1.8567 5.6651  0.12
79 H -8.5032 -0.1399 5.3132  0.13
80 H -6.8863 0.2603 2.7605  0.06
81 H -8.5946 -0.0805 2.9507  0.08
82 H -7.9646 1.5003 3.4196  0.08
83 H -6.9390 -1.8464 5.6925  0.07
84 H -6.0120 -1.3912 4.4668  0.07

---

A structure of composition C9H16F14Na4O11P3 at a distorted geometry. Source: OMol25; level of theory: wB97M-V/def2-TZVPD.

frontier orbital gap	8.271	eV
charge	+1
DFT total energy	-4252.2041	Eh
HOMO level	-0.4746	hartree
LUMO	-4.6	eV
spin multiplicity	1

Each line ends with the natural charge from an NBO analysis.
Element x y z (Å)
1 Na 3.4874 -23.7925 5.2774  0.97
2 Na 3.0535 -27.8712 7.8947  0.99
3 Na 0.7625 -28.4970 1.3280  1.00
4 Na 6.7106 -26.7451 3.0838  0.97
5 P 6.5116 -25.1231 5.7254  2.59
6 F 5.7428 -25.0720 4.3136  -0.62
7 F 5.2029 -25.8371 6.3254  -0.60
8 F 7.1529 -26.5289 5.2715  -0.61
9 F 7.2266 -25.2628 7.1374  -0.56
10 F 7.8036 -24.3261 5.0651  -0.57
11 F 5.8765 -23.6753 6.2043  -0.59
12 P 0.9300 -24.5976 7.0787  2.59
13 F 0.5832 -25.0230 8.6653  -0.59
14 F 0.4754 -23.0913 7.5190  -0.57
15 F 2.4972 -24.1590 7.3635  -0.62
16 F 1.1594 -24.1328 5.5171  -0.62
17 F 1.4412 -26.0701 6.7461  -0.60
18 F -0.6009 -25.0748 6.7276  -0.58
19 O 2.4928 -28.0901 2.9630  -1.23
20 P 3.1949 -27.5000 4.1514  2.60
21 O 3.0458 -28.0860 5.5370  -1.15
22 F 2.9519 -25.8691 4.1645  -0.58
23 F 4.8214 -27.6264 3.9435  -0.61
24 C 3.4626 -32.8722 2.5132  -0.11
25 C 2.7801 -31.6248 3.1137  -0.08
26 O 2.3252 -32.3011 4.3181  -0.49
27 C 2.9181 -33.4336 4.5545  0.97
28 O 2.9120 -34.0605 5.6310  -0.60
29 O 3.6886 -33.6754 3.5786  -0.46
30 H 4.3930 -32.5678 2.0338  0.22
31 H 2.8079 -33.3046 1.7566  0.18
32 H 1.9058 -31.2928 2.5537  0.16
33 H 3.4048 -30.7514 3.3007  0.20
34 C 6.5157 -29.8911 6.1011  -0.26
35 O 6.1058 -31.0472 6.8363  -0.49
36 C 5.0722 -31.0337 7.6766  1.02
37 O 4.4205 -29.9904 7.9687  -0.75
38 O 4.6941 -32.2920 7.8824  -0.46
39 C 3.7261 -32.5712 8.8933  -0.28
40 H 7.5904 -29.9122 5.9208  0.21
41 H 6.3263 -28.9656 6.6449  0.22
42 H 5.9816 -29.8258 5.1532  0.17
43 H 2.9537 -33.1833 8.4277  0.22
44 H 3.1771 -31.7488 9.3520  0.21
45 H 4.1231 -33.2744 9.6255  0.20
46 C 7.3539 -31.7683 3.2720  -0.27
47 O 6.3155 -31.2261 2.4615  -0.50
48 C 6.3582 -29.9381 2.0794  1.01
49 O 7.1839 -29.1416 2.4346  -0.69
50 O 5.2648 -29.6899 1.3791  -0.49
51 C 5.1430 -28.4627 0.6609  -0.25
52 H 7.2478 -32.8530 3.2902  0.22
53 H 7.2498 -31.4571 4.3114  0.20
54 H 8.3393 -31.5573 2.8568  0.21
55 H 5.7853 -27.6561 1.0145  0.16
56 H 4.0685 -28.2933 0.7299  0.20
57 H 5.2761 -28.5376 -0.4184  0.21

---

A cluster of 2 separate species, C5H12O2 in total at a distorted geometry. Source: OMol25; level of theory: wB97M-V/def2-TZVPD.

frontier orbital gap	10.125	eV
DFT total energy	-348.1638	Eh
HOMO level	-0.3485	hartree
structure (SMILES)	CC(=O)C(C)C.O
LUMO	0.6	eV
spin multiplicity	1
energy relative to the best compared isomer or geometry (same formula, charge and spin)	107.68	kJ/mol

Each line ends with the natural charge from an NBO analysis.
Element x y z (Å)
1 C 0.7856 1.8688 0.3870  -0.75
2 C -0.5201 1.1527 0.5872  0.61
3 O -1.3909 1.7004 1.2517  -0.55
4 C -0.9763 -0.1096 -0.3130  -0.32
5 C -0.2527 -0.4307 -1.6132  -0.61
6 C -1.2382 -1.3330 0.5577  -0.60
7 H 1.4454 1.4806 1.1670  0.27
8 H 0.6924 2.9121 0.7018  0.24
9 H 1.1861 1.7628 -0.6203  0.22
10 H -1.9679 0.2345 -0.6406  0.23
11 H -0.0050 0.4733 -2.1767  0.22
12 H -0.8540 -1.1059 -2.2319  0.23
13 H 0.6450 -1.0178 -1.4027  0.18
14 H -1.8196 -2.0967 0.0319  0.21
15 H -1.7991 -1.0611 1.4577  0.23
16 H -0.2946 -1.7750 0.8949  0.19
17 O 2.4203 -0.6290 0.7470  -0.94
18 H 1.7834 -0.6254 -0.0556  0.47
19 H 2.1604 -1.4009 1.2702  0.47

---

A structure of composition C43H59BFKN9O4S3Te at a distorted geometry. Source: OMol25; level of theory: wB97M-V/def2-TZVPD.

frontier orbital gap (spin up / spin down)	3.987 / 3.653	eV
charge	-1
DFT total energy	-4654.9906	Eh
HOMO level (spin up / spin down)	-0.0924 / -0.0802	hartree
LUMO (spin up / spin down)	1.5 / 1.5	eV
spin multiplicity	1
energy relative to the best compared isomer or geometry (same formula, charge and spin)	161.87	kJ/mol

Each line ends with the Löwdin charge.
Element x y z (Å)
1 K 1.0003 -1.3871 1.1958  0.62
2 C -1.6878 3.4282 1.7401  -0.12
3 C -1.6423 2.2653 0.7877  -0.65
4 C -1.6883 2.5335 -0.6410  -0.33
5 C -2.3606 1.5514 -1.4553  -0.30
6 N -2.6220 0.3661 -1.0406  0.14
7 N -2.3200 -0.0029 0.2611  0.01
8 B -2.4316 -1.4392 0.4764  -0.59
9 N -2.2159 -2.4640 -0.5232  0.03
10 N -3.1034 -3.4906 -0.3498  0.14
11 C -2.9378 -4.6292 -0.9580  -0.25
12 C -1.8527 -4.8597 -1.8151  0.02
13 C -0.9787 -3.8177 -2.0702  -0.29
14 C 0.2014 -4.0148 -2.9699  -0.10
15 C -1.1723 -2.5619 -1.4545  -0.65
16 S -0.1577 -1.2505 -1.7749  0.63
17 C -4.0286 -5.6554 -0.6556  -0.54
18 C -4.0361 -5.9214 0.8566  -0.05
19 C -3.8033 -6.9678 -1.4027  -0.07
20 C -5.3822 -5.0586 -1.0691  -0.05
21 N -3.1612 -1.9291 1.6925  -0.03
22 N -4.4000 -1.4426 1.7790  0.18
23 C -5.1365 -1.7291 2.8085  -0.23
24 C -4.6251 -2.5159 3.8682  0.05
25 C -3.3821 -3.0643 3.7645  -0.26
26 C -2.7829 -3.8910 4.8545  -0.08
27 C -2.6171 -2.8046 2.5850  -0.69
28 S -1.1193 -3.5095 2.3012  0.69
29 C -6.5881 -1.2677 2.7769  -0.55
30 C -7.4573 -2.5286 2.6395  -0.04
31 C -6.9462 -0.5188 4.0636  -0.05
32 C -6.8444 -0.3501 1.5786  -0.06
33 C -2.0210 0.9379 1.2298  -0.70
34 S -2.0676 0.5693 2.8703  0.76
35 C -2.7777 1.8660 -2.8931  -0.54
36 C -1.5999 1.5222 -3.8160  -0.05
37 C -3.9915 1.0164 -3.2868  -0.06
38 C -3.1430 3.3469 -3.0406  -0.06
39 H -1.1934 4.2885 1.2889  0.08
40 H -1.1902 3.1865 2.6736  0.05
41 H -2.7267 3.6892 1.9688  0.09
42 H -1.7306 3.5741 -0.9253  0.09
43 H -1.6896 -5.8231 -2.2780  0.10
44 H 0.2341 -5.0421 -3.3376  0.07
45 H 1.1228 -3.7957 -2.4275  0.07
46 H 0.1570 -3.3201 -3.8092  0.07
47 H -3.0618 -6.2863 1.1880  0.09
48 H -4.7996 -6.6614 1.1134  0.08
49 H -4.2436 -4.9937 1.3905  0.07
50 H -2.8659 -7.4383 -1.0988  0.08
51 H -3.7821 -6.8128 -2.4834  0.08
52 H -4.6172 -7.6599 -1.1765  0.08
53 H -5.5289 -4.1106 -0.5528  0.07
54 H -6.1984 -5.7394 -0.8116  0.08
55 H -5.4091 -4.8711 -2.1451  0.08
56 H -5.2057 -2.6732 4.7691  0.12
57 H -3.4639 -3.9597 5.7035  0.07
58 H -1.8396 -3.4442 5.1720  0.08
59 H -2.5494 -4.8898 4.4850  0.07
60 H -7.3359 -3.1864 3.5031  0.08
61 H -7.1678 -3.0852 1.7459  0.08
62 H -8.5125 -2.2592 2.5535  0.08
63 H -6.8187 -1.1462 4.9482  0.07
64 H -7.9876 -0.1929 4.0269  0.08
65 H -6.3114 0.3621 4.1750  0.09
66 H -6.5714 -0.8444 0.6484  0.08
67 H -6.2415 0.5552 1.6581  0.09
68 H -7.9010 -0.0744 1.5430  0.08
69 H -1.2679 0.5013 -3.6259  0.04
70 H -0.7554 2.1911 -3.6324  0.08
71 H -1.8984 1.6138 -4.8640  0.08
72 H -3.7506 -0.0410 -3.2057  0.08
73 H -4.2873 1.2444 -4.3139  0.08
74 H -4.8342 1.2181 -2.6223  0.08
75 H -2.2670 3.9876 -2.9236  0.07
76 H -3.8912 3.6392 -2.2993  0.09
77 H -3.5560 3.5265 -4.0347  0.08
78 C 8.3138 -0.0025 -0.0256  -0.06
79 C 7.9316 0.5882 1.3328  -0.20
80 N 6.5156 0.9287 1.3889  -0.05
81 C 5.6468 -0.0421 1.8484  0.03
82 C 4.3328 -0.0473 1.5739  -0.02
83 C 3.3229 -1.0670 2.0789  -0.74
84 O 3.3003 -2.1753 1.5241  -0.06
85 O 2.5091 -0.6422 2.9299  -0.11
86 C 3.7713 0.9753 0.7338  -0.29
87 O 2.6159 0.8651 0.2814  -0.27
88 C 4.6286 2.0910 0.4447  -0.04
89 C 4.1160 3.2565 -0.1386  0.09
90 C 4.9615 4.2388 -0.5655  -0.20
91 F 4.3882 5.3484 -1.0796  0.06
92 C 6.3513 4.1505 -0.4478  -0.14
93 C 6.8449 3.0373 0.2390  0.04
94 C 6.0170 2.0174 0.7003  -0.13
95 N 7.3525 4.9920 -1.0166  -0.09
96 C 8.1747 4.3517 -2.0422  -0.17
97 C 7.5272 4.4357 -3.4226  -0.18
98 N 7.3997 5.8796 -3.7740  -0.05
99 C 6.5465 6.6031 -2.7890  -0.20
100 C 7.0783 6.3797 -1.3618  -0.16
101 H 9.3684 -0.2759 -0.0477  0.08
102 H 8.1181 0.7202 -0.8186  0.06
103 H 7.7068 -0.8872 -0.2194  0.08
104 H 8.5351 1.4677 1.5562  0.11
105 H 8.1240 -0.1434 2.1161  0.12
106 H 6.1089 -0.7991 2.4681  0.15
107 H 3.0410 3.3638 -0.2346  0.09
108 H 7.9113 3.0245 0.4076  0.12
109 H 8.3285 3.3082 -1.7719  0.11
110 H 9.1509 4.8403 -2.0786  0.11
111 H 6.5330 3.9919 -3.3859  0.12
112 H 8.1172 3.9446 -4.1974  0.09
113 H 7.0055 5.9974 -4.7455  0.04
114 H 8.3677 6.3071 -3.7687  0.03
115 H 5.5408 6.2203 -2.8859  0.10
116 H 6.5518 7.6634 -3.0460  0.09
117 H 6.3668 6.7943 -0.6482  0.13
118 H 8.0137 6.9380 -1.2652  0.11
119 O 1.0233 1.6876 2.9558  -0.17
120 H 1.6541 0.9463 3.0209  -0.01
121 H 0.1811 1.3256 3.2783  -0.05
122 Te 0.4239 1.8437 -0.0026  1.47

---

A cluster of 2 separate species, C4H11NO2 in total. Source: OMol25; level of theory: wB97M-V/def2-TZVPD.

frontier orbital gap	10.741	eV
DFT total energy	-364.2509	Eh
HOMO level	-0.3687	hartree
structure (SMILES)	CC(C)N.O=CO
LUMO	0.7	eV
spin multiplicity	1
energy relative to the best compared isomer or geometry (same formula, charge and spin)	45.31	kJ/mol

Each line ends with the natural charge from an NBO analysis.
Element x y z (Å)
1 C -0.9859 1.7151 1.3708  -0.62
2 C -0.0233 0.7309 0.7200  -0.05
3 C -0.4088 -0.7094 0.9917  -0.62
4 N 0.0523 0.9291 -0.7431  -0.85
5 H -1.0456 1.5757 2.4511  0.22
6 H -0.7260 2.7573 1.1779  0.21
7 H -1.9960 1.5105 1.0069  0.20
8 H 0.9873 0.9106 1.0814  0.19
9 H 0.4409 -1.3815 0.8693  0.22
10 H -0.7931 -0.8754 1.9979  0.22
11 H -1.1641 -1.0793 0.2978  0.22
12 H 0.4673 1.8271 -0.9622  0.37
13 H -0.8857 0.9430 -1.1405  0.37
14 O 1.1128 -3.3087 -2.0908  -0.57
15 C 1.3616 -2.1732 -1.8243  0.65
16 O 0.7583 -1.1268 -2.3813  -0.73
17 H 2.1300 -1.8893 -1.0824  0.08
18 H 0.7179 -0.3559 -1.7399  0.51